10
Properties=species:S:1:pos:R:3:forces:R:3 method="wB97M-V/def2-TZVPD" smiles=[S-]n1cc[n+]([S-])c1 homo_lumo_gap_ha=0.255 relative_energy_kj_mol=0.0 energy_ev=-27810.8865 lumo_energy_ev=3.711 total_charge=-1
C 0.678927 0.974660 0.014830 -0.4007 0.1971 0.0417
C -0.690375 0.982850 0.014267 0.3994 0.0235 -0.0706
C 0.044807 -1.120590 -0.029209 -3.0355 2.7166 -0.0106
N 1.107245 -0.320204 -0.009395 -1.4393 -0.0854 0.0137
N -1.151145 -0.286386 -0.016046 4.4907 -1.8985 0.0032
S 2.715249 -0.823387 0.013836 1.5145 -0.4652 -0.0139
S -2.736975 -0.816180 0.015222 -1.5755 -0.5277 -0.0205
H 1.377363 1.782330 0.048648 0.1963 0.1150 -0.0185
H -1.364575 1.812268 0.019578 -0.2128 0.1618 0.0396
H 0.019475 -2.185360 -0.071730 0.0629 -0.2372 0.0358


49
Properties=species:S:1:pos:R:3:forces:R:3 method="wB97M-V/def2-TZVPD" homo_lumo_gap_ha="0.294 / 0.090" multiplicity=2 energy_ev=-40563.7838 lumo_energy_ev="-3.386 / -8.951" total_charge=+1
C 18.226500 -21.741270 -19.923680 -0.8545 -0.9782 -1.0689
C 18.084560 -20.206010 -19.918460 2.4920 -3.2444 2.6302
O 17.398930 -19.668540 -20.735840 -2.9012 1.7123 -3.7144
N 18.708060 -19.572640 -19.007170 0.7310 0.3707 2.1724
C 18.802090 -18.130730 -18.814730 -0.4174 1.1966 -0.5429
H 17.688080 -22.143820 -20.781680 -0.2313 0.0613 0.1115
H 17.812620 -22.201380 -19.026410 -0.3240 0.5289 0.1348
H 19.220720 -22.173610 -20.036500 0.4602 0.9928 0.0028
H 19.180080 -20.211000 -18.382820 0.3022 0.4416 0.3045
H 17.880900 -17.550170 -18.864370 -0.6964 -0.7746 -0.2538
H 19.354400 -17.758570 -19.677600 0.6458 0.3217 0.5643
H 19.127990 -17.834620 -17.817630 0.8415 -0.4903 -0.3453
C 15.585710 -13.620030 -18.576660 -0.2306 0.8046 0.6453
C 15.609210 -14.727150 -19.648580 -2.5770 0.7667 0.3255
O 16.875050 -14.997760 -20.029800 5.1636 0.2644 0.1680
S 18.043550 -14.101660 -19.210420 -1.3542 2.1687 -0.1999
O 18.981870 -13.361590 -20.074070 -2.7375 -2.1713 2.0347
O 18.523310 -14.955160 -18.157080 0.0702 0.3462 -0.8046
O 16.872510 -13.033840 -18.518260 2.8628 -1.2205 -1.8916
H 15.375170 -13.851650 -17.532570 -0.2567 -1.0466 -0.1860
H 14.876560 -12.829540 -18.822290 0.1548 -0.0410 -0.4325
H 15.183050 -14.388150 -20.592810 -0.9625 0.0802 0.4617
H 15.136600 -15.628370 -19.258020 -0.1545 -0.0284 -0.1471
C 13.599910 -11.082640 -22.672110 0.6863 -1.2347 -1.8034
C 13.449320 -10.102430 -21.552650 -0.8407 1.1775 -0.4548
C 14.515580 -10.446010 -20.544310 -0.1933 -0.9380 -1.0318
O 15.081710 -11.678050 -21.071630 1.0827 -0.3683 1.5833
C 14.278390 -12.296740 -22.057650 -0.5381 1.0397 0.8135
H 14.311470 -10.719310 -23.413570 -0.1803 0.2390 -0.1919
H 12.699930 -11.412460 -23.191110 -0.1879 0.4903 0.0449
H 12.417980 -10.138630 -21.201750 0.1514 0.0853 0.4627
H 13.656300 -9.087580 -21.892260 -0.4315 0.0306 -0.1859
H 14.038220 -10.528740 -19.567890 0.4902 -0.4236 0.3131
H 15.307600 -9.697140 -20.546120 0.0426 -0.2241 0.2752
H 13.524620 -12.950330 -21.618610 -0.1804 -0.2572 0.3415
H 14.910980 -12.916440 -22.693180 0.0770 0.3338 -0.1746
C 20.910080 -15.934430 -16.329750 -0.0893 -2.6232 1.1516
C 21.842290 -16.079550 -17.566360 -1.9543 0.7792 0.2752
C 23.006060 -15.353660 -17.002350 1.5714 -0.7420 -0.0760
O 23.043650 -15.661300 -15.599400 0.3683 -0.4447 0.8669
C 21.880780 -16.402690 -15.141170 -0.9260 2.6245 -2.0538
H 19.994150 -16.525350 -16.330130 -0.0755 -0.2968 -0.2763
H 20.543260 -14.933880 -16.100740 0.5698 0.1919 -0.3775
H 21.400760 -15.642070 -18.461770 0.0843 0.4436 0.0687
H 22.103590 -17.089050 -17.883730 -0.1338 -0.3230 0.6557
H 23.031220 -14.282600 -17.203060 -0.3622 0.1043 0.3777
H 23.907280 -15.769750 -17.452650 0.3593 0.1781 0.1264
H 21.510980 -15.986380 -14.204130 0.3052 0.2776 0.0501
H 22.028440 -17.462980 -14.936060 0.2789 -0.1813 -0.7491